# 1
{
  "formula": "C47H34N6O7P2Se2Ti",
  "method": "ωB97M-V/def2-TZVPD",
  "species": ["Ti", "O", "C", "C", "C", "C", "C", "C", "C", "O", "N", "N", "C", "C", "C", "C", "C", "C", "C", "O", "H", "H", "H", "H", "H", "H", "H", "H", "H", "H", "Se", "P", "C", "C", "C", "C", "C", "C", "C", "C", "C", "C", "C", "C", "C", "C", "N", "N", "N", "P", "Se", "C", "C", "C", "C", "C", "C", "C", "C", "C", "C", "C", "C", "H", "H", "H", "H", "H", "H", "H", "H", "H", "H", "H", "H", "H", "H", "H", "H", "H", "H", "H", "H", "O", "C", "O", "C", "C", "C", "C", "C", "C", "N", "O", "O", "H", "H", "H", "H"],
  "coordinates": [[0.483, 0.278, -0.382], [-1.377, 3.036, 4.011], [-0.639, 2.034, 4.512], [-0.439, 2.010, 5.892], [0.322, 1.016, 6.470], [0.909, 0.019, 5.689], [0.720, 0.039, 4.324], [-0.051, 1.035, 3.716], [-0.223, 0.999, 2.261], [0.400, 0.081, 1.576], [-0.967, 1.892, 1.668], [-0.915, 1.706, 0.292], [-1.649, 2.484, -0.416], [-1.726, 2.469, -1.855], [-2.557, 3.393, -2.498], [-2.634, 3.439, -3.873], [-1.868, 2.551, -4.626], [-1.042, 1.628, -4.012], [-0.969, 1.579, -2.626], [-0.169, 0.683, -2.039], [-1.421, 2.926, 3.033], [-0.895, 2.790, 6.485], [0.467, 1.016, 7.543], [1.510, -0.756, 6.146], [1.167, -0.716, 3.690], [-2.258, 3.211, 0.119], [-3.137, 4.080, -1.894], [-3.276, 4.158, -4.361], [-1.916, 2.582, -5.707], [-0.442, 0.935, -4.585], [0.382, -6.809, -1.531], [2.012, -5.526, -1.227], [3.259, -5.622, -2.534], [2.925, -5.158, -3.804], [3.830, -5.274, -4.844], [5.070, -5.862, -4.622], [5.401, -6.332, -3.362], [4.496, -6.213, -2.314], [2.898, -5.836, 0.335], [3.800, -4.900, 0.842], [4.470, -5.161, 2.028], [4.252, -6.353, 2.706], [3.364, -7.289, 2.197], [2.683, -7.030, 1.014], [1.660, -3.753, -1.155], [0.625, -2.955, -0.698], [1.107, -1.688, -0.752], [2.350, -1.705, -1.232], [2.695, -2.928, -1.486], [-1.014, -3.112, 0.030], [-1.960, -1.206, -0.149], [-0.717, -3.649, 1.725], [-0.149, -4.906, 1.941], [0.169, -5.298, 3.231], [-0.082, -4.443, 4.298], [-0.654, -3.199, 4.082], [-0.969, -2.795, 2.791], [-1.978, -4.354, -0.826], [-2.079, -4.258, -2.212], [-2.856, -5.167, -2.905], [-3.536, -6.163, -2.216], [-3.455, -6.240, -0.834], [-2.678, -5.331, -0.132], [1.955, -4.706, -3.976], [3.571, -4.907, -5.828], [5.777, -5.952, -5.437], [6.365, -6.791, -3.188], [4.761, -6.579, -1.330], [3.979, -3.975, 0.309], [5.165, -4.431, 2.421], [4.777, -6.551, 3.631], [3.197, -8.222, 2.719], [1.978, -7.747, 0.611], [0.029, -5.580, 1.107], [0.616, -6.269, 3.398], [0.168, -4.752, 5.305], [-0.846, -2.532, 4.912], [-1.410, -1.823, 2.607], [-1.543, -3.479, -2.742], [-2.923, -5.107, -3.983], [-4.137, -6.879, -2.762], [-3.993, -7.011, -0.300], [-2.611, -5.394, 0.946], [1.468, 2.986, -1.170], [2.377, 2.314, -0.732], [2.193, 1.104, -0.222], [3.793, 2.792, -0.708], [4.831, 1.925, -0.387], [6.136, 2.385, -0.384], [6.367, 3.710, -0.698], [5.352, 4.592, -1.019], [4.052, 4.120, -1.027], [7.757, 4.205, -0.693], [7.935, 5.378, -0.933], [8.629, 3.424, -0.383], [4.607, 0.894, -0.152], [6.968, 1.739, -0.146], [5.589, 5.619, -1.257], [3.224, 4.767, -1.281]],
  "e_homo_ev": -8.16,
  "spin_multiplicity": 1,
  "relative_energy_kcal_mol": 0.0,
  "energy_ev": -244953.1471
}

# 2
{
  "formula": "C47H35BaF10N6OSi",
  "method": "ωB97M-V/def2-TZVPD",
  "species": ["Ba", "C", "N", "C", "C", "N", "C", "C", "F", "C", "F", "C", "F", "C", "F", "C", "F", "C", "C", "N", "C", "C", "F", "C", "F", "C", "F", "C", "F", "C", "F", "H", "H", "H", "H", "H", "H", "H", "H", "H", "H", "H", "O", "Si", "C", "C", "C", "C", "C", "C", "C", "C", "C", "C", "C", "C", "C", "C", "C", "C", "C", "C", "H", "H", "H", "H", "H", "H", "H", "H", "H", "H", "H", "H", "H", "H", "H", "N", "C", "C", "C", "C", "C", "C", "N", "C", "C", "C", "C", "N", "C", "C", "H", "H", "H", "H", "H", "H", "H", "H", "H"],
  "coordinates": [[-1.540, 1.927, 0.522], [-4.435, 3.959, -1.268], [-4.003, 3.578, 0.070], [-3.694, 4.778, 0.869], [-2.401, 5.451, 0.440], [-1.288, 4.582, 0.788], [-0.033, 5.075, 0.636], [0.411, 6.154, -0.151], [-0.452, 6.796, -0.980], [1.723, 6.604, -0.166], [2.059, 7.634, -0.965], [2.695, 6.001, 0.598], [3.974, 6.416, 0.561], [2.320, 4.917, 1.375], [3.239, 4.315, 2.142], [1.019, 4.476, 1.373], [0.713, 3.439, 2.186], [-5.032, 2.742, 0.718], [-5.049, 1.307, 0.206], [-3.968, 0.541, 0.828], [-4.070, -0.797, 0.732], [-4.818, -1.583, -0.175], [-5.503, -0.991, -1.190], [-4.800, -2.969, -0.186], [-5.502, -3.630, -1.128], [-4.033, -3.688, 0.702], [-3.983, -5.036, 0.664], [-3.270, -2.969, 1.610], [-2.483, -3.624, 2.479], [-3.307, -1.597, 1.622], [-2.508, -0.963, 2.514], [-5.329, 4.602, -1.229], [-4.682, 3.076, -1.856], [-3.649, 4.500, -1.792], [-3.582, 4.463, 1.909], [-4.538, 5.486, 0.823], [-2.335, 6.428, 0.943], [-2.464, 5.691, -0.628], [-6.022, 3.214, 0.599], [-4.813, 2.706, 1.788], [-4.998, 1.329, -0.891], [-6.032, 0.870, 0.428], [0.651, 1.597, -0.211], [2.156, 1.036, -0.217], [2.333, -0.661, -1.030], [3.054, -1.706, -0.447], [3.146, -2.954, -1.056], [2.524, -3.177, -2.275], [1.812, -2.147, -2.882], [1.718, -0.908, -2.264], [3.288, 2.196, -1.172], [4.575, 1.831, -1.582], [5.390, 2.717, -2.275], [4.929, 3.994, -2.574], [3.653, 4.376, -2.186], [2.842, 3.481, -1.494], [2.879, 0.792, 1.514], [4.102, 1.349, 1.894], [4.644, 1.131, 3.156], [3.972, 0.344, 4.078], [2.750, -0.220, 3.733], [2.220, 0.005, 2.470], [3.528, -1.554, 0.517], [3.686, -3.756, -0.568], [2.588, -4.149, -2.749], [1.319, -2.317, -3.833], [1.135, -0.123, -2.736], [4.947, 0.834, -1.363], [6.385, 2.415, -2.581], [5.564, 4.690, -3.109], [3.292, 5.373, -2.409], [1.846, 3.787, -1.190], [4.641, 1.980, 1.197], [5.590, 1.589, 3.420], [4.396, 0.169, 5.060], [2.212, -0.834, 4.445], [1.269, -0.461, 2.235], [-0.937, -5.801, -1.069], [-0.407, -7.005, -0.653], [-0.681, -8.324, -1.002], [0.063, -9.300, -0.365], [1.045, -8.969, 0.586], [1.302, -7.655, 0.924], [0.558, -6.657, 0.295], [0.602, -5.279, 0.463], [-0.297, -4.818, -0.359], [-0.651, -3.396, -0.524], [-1.447, -2.963, -1.578], [-1.776, -1.623, -1.667], [-1.373, -0.718, -0.778], [-0.615, -1.151, 0.226], [-0.214, -2.462, 0.398], [-1.723, -5.672, -1.678], [-1.437, -8.579, -1.733], [-0.116, -10.341, -0.602], [1.606, -9.763, 1.060], [2.052, -7.392, 1.659], [-1.812, -3.639, -2.341], [-2.407, -1.268, -2.475], [-0.308, -0.394, 0.943], [0.403, -2.762, 1.234]],
  "e_homo_ev": -4.51,
  "spin_multiplicity": 1,
  "energy_ev": -96046.7297,
  "total_charge": -1
}

# 3
{
  "formula": "C47H36BrIN5O4P2RuSe2",
  "method": "ωB97M-V/def2-TZVPD",
  "species": ["Ru", "C", "C", "N", "C", "C", "C", "O", "C", "C", "N", "C", "C", "C", "C", "C", "C", "I", "C", "O", "H", "H", "H", "H", "H", "H", "H", "H", "H", "H", "H", "H", "Se", "P", "C", "C", "C", "C", "C", "C", "C", "C", "C", "C", "C", "C", "C", "C", "N", "N", "N", "P", "Se", "C", "C", "C", "C", "C", "C", "C", "C", "C", "C", "C", "C", "H", "H", "H", "H", "H", "H", "H", "H", "H", "H", "H", "H", "H", "H", "H", "H", "H", "H", "H", "H", "Br", "C", "C", "C", "C", "C", "C", "C", "O", "O", "H", "H", "H", "H"],
  "coordinates": [[0.887, 1.401, -1.777], [4.631, -0.677, -0.377], [4.814, 0.501, -1.285], [5.982, 0.678, -1.854], [6.164, 1.722, -2.689], [5.189, 2.632, -3.007], [5.482, 3.768, -3.945], [4.689, 3.726, -5.128], [3.914, 2.452, -2.420], [2.836, 3.362, -2.730], [1.591, 3.205, -2.407], [0.715, 4.291, -2.732], [1.068, 5.602, -2.434], [0.215, 6.642, -2.766], [-0.999, 6.381, -3.382], [-1.369, 5.073, -3.665], [-0.513, 4.038, -3.331], [-1.023, 2.059, -3.682], [3.725, 1.392, -1.520], [2.611, 1.237, -0.845], [5.590, -0.954, 0.055], [4.262, -1.534, -0.947], [3.905, -0.465, 0.406], [7.160, 1.820, -3.107], [6.550, 3.772, -4.181], [5.251, 4.730, -3.483], [4.873, 2.898, -5.582], [3.085, 4.249, -3.305], [1.998, 5.798, -1.918], [0.496, 7.658, -2.523], [-1.672, 7.191, -3.625], [-2.321, 4.860, -4.131], [-1.301, 2.420, 4.689], [-1.274, 0.640, 3.574], [-2.800, -0.329, 3.783], [-3.955, 0.344, 4.177], [-5.135, -0.350, 4.381], [-5.167, -1.727, 4.220], [-4.017, -2.407, 3.850], [-2.839, -1.712, 3.623], [0.067, -0.502, 4.024], [-0.079, -1.344, 5.125], [0.977, -2.140, 5.539], [2.188, -2.096, 4.863], [2.343, -1.248, 3.776], [1.290, -0.448, 3.359], [-0.963, 0.964, 1.803], [-1.416, 0.521, 0.547], [-0.775, 1.298, -0.338], [0.044, 2.103, 0.298], [-0.044, 1.930, 1.593], [-2.529, -0.740, -0.110], [-2.512, -1.010, -2.206], [-4.181, -0.282, 0.464], [-5.265, -1.100, 0.141], [-6.549, -0.726, 0.494], [-6.768, 0.486, 1.138], [-5.701, 1.317, 1.427], [-4.407, 0.933, 1.100], [-1.932, -2.249, 0.705], [-0.569, -2.337, 0.992], [-0.045, -3.499, 1.538], [-0.871, -4.587, 1.781], [-2.222, -4.511, 1.470], [-2.752, -3.348, 0.936], [-3.907, 1.414, 4.335], [-6.028, 0.185, 4.677], [-6.086, -2.273, 4.395], [-4.033, -3.483, 3.735], [-1.947, -2.256, 3.340], [-1.017, -1.373, 5.666], [0.854, -2.793, 6.394], [3.013, -2.716, 5.189], [3.290, -1.202, 3.253], [1.422, 0.223, 2.520], [-5.109, -2.004, -0.434], [-7.382, -1.370, 0.246], [-7.775, 0.784, 1.401], [-5.865, 2.269, 1.915], [-3.582, 1.591, 1.341], [0.086, -1.499, 0.792], [1.010, -3.549, 1.777], [-0.465, -5.492, 2.213], [-2.868, -5.360, 1.652], [-3.811, -3.296, 0.726], [3.938, -1.129, -4.715], [2.899, -2.456, -3.852], [3.218, -3.772, -4.159], [2.545, -4.814, -3.544], [1.551, -4.551, -2.611], [1.241, -3.242, -2.301], [1.905, -2.177, -2.914], [1.472, -0.829, -2.486], [1.703, 0.233, -3.175], [0.823, -0.660, -1.420], [3.999, -3.971, -4.879], [2.803, -5.833, -3.797], [1.017, -5.359, -2.130], [0.458, -3.011, -1.589]],
  "e_homo_ev": [-7.58, -7.58],
  "spin_multiplicity": 2,
  "relative_energy_kcal_mol": 44.4,
  "energy_ev": -294960.1400
}